A cluster of 4 separate species, C15H27BrN3O13S3 in total. Source: the Open Molecules 2025 dataset; level of theory: ωB97M-V/def2-TZVPD.

As for the molecular weight: 633.5 g/mol. The value obtained for the HOMO-LUMO gap is 9.2349 eV. As for the charge: +1. For the energy above the lowest of the compared OMol25 structures with the same formula, charge and spin, the calculation gives 0.000 eV. The calculation puts the HOMO energy at -13.23 eV. The calculation puts the LUMO energy at -4.0 eV.

Last column: Mulliken charge in e.
Element x y z (Å)
1 C 3.345917 -1.533344 2.831524  -0.624
2 C 3.263181 -2.767552 1.758193  -0.609
3 C 1.748251 -2.767380 1.194963  0.476
4 Br 1.750824 -3.648759 -0.625481  -0.090
5 N 0.789713 -3.561535 2.017861  0.637
6 C 1.028579 -4.745830 2.881601  -0.114
7 C -0.362518 -5.158003 3.475882  -0.601
8 N -1.389723 -4.243361 2.929341  -0.052
9 C -0.649298 -3.299762 2.087456  -0.390
10 C -1.355823 -2.066485 1.295567  0.163
11 C -1.434020 -0.841874 2.377906  -0.416
12 C -0.114212 0.074624 2.363974  0.349
13 N 0.297356 0.730081 1.094036  -0.224
14 O 0.650985 0.263694 3.363048  -0.558
15 H 2.425000 -1.671264 3.523955  0.196
16 H 3.138372 -0.570345 2.229144  0.089
17 H 4.332864 -1.506679 3.407048  0.392
18 H 3.525233 -3.781626 2.223869  0.318
19 H 3.984251 -2.580499 0.871304  0.393
20 H 1.440630 -1.680056 1.020894  -0.516
21 H 2.049146 -5.238309 3.063298  0.305
22 H -0.585042 -6.021145 4.197785  0.356
23 H -2.409334 -4.255540 3.093758  0.278
24 H -0.744711 -1.806336 0.360871  -0.023
25 H -2.428565 -2.376469 1.000567  0.248
26 H -1.501322 -1.310483 3.435508  0.380
27 H -2.373414 -0.231642 2.104789  0.375
28 H 1.308638 0.535883 0.941111  0.261
29 H -0.254689 0.356483 0.297669  -0.013
30 C 0.253073 1.340925 -4.789088  -0.437
31 C 0.322807 2.355924 -3.659666  -0.114
32 O -0.177593 1.666564 -2.511439  -0.234
33 S 0.210067 0.095698 -2.627569  1.186
34 O 1.401035 -0.131969 -1.856223  -0.549
35 O -0.986318 -0.680627 -2.460901  -0.641
36 O 0.615756 0.091336 -4.196270  -0.335
37 H -0.765344 1.250721 -5.177341  0.297
38 H 0.931689 1.586769 -5.606762  0.337
39 H -0.271300 3.246751 -3.863891  0.369
40 H 1.355988 2.648226 -3.454208  0.075
41 C -4.986317 -0.903860 -1.102394  -0.301
42 C -3.749262 -0.018854 -1.045285  0.097
43 O -4.098717 1.155679 -1.772999  -0.262
44 S -5.688133 1.441471 -1.586106  1.071
45 O -5.849906 2.414431 -0.546085  -0.542
46 O -6.277639 1.582999 -2.882640  -0.521
47 O -6.094403 -0.012910 -0.986438  -0.332
48 H -5.060304 -1.416448 -2.065736  0.340
49 H -5.004498 -1.640903 -0.297600  0.276
50 H -2.873832 -0.498284 -1.485207  0.147
51 H -3.522942 0.276890 -0.014963  0.065
52 C 2.949254 3.600378 0.020606  0.098
53 C 2.363773 4.971249 0.325811  -0.421
54 O 2.883541 5.830373 -0.688583  -0.311
55 S 3.078287 4.978528 -2.056635  1.135
56 O 1.932631 5.201221 -2.891594  -0.525
57 O 4.422318 5.157833 -2.514745  -0.551
58 O 2.946692 3.496485 -1.403892  -0.265
59 H 3.984662 3.527528 0.365572  0.279
60 H 2.362329 2.793951 0.462628  -0.055
61 H 2.643058 5.331880 1.316093  0.338
62 H 1.273280 4.963558 0.236108  0.301

Forces on atoms 1 to 2 (eV/Å):
C -1.18 -0.87 -0.76
C -0.17 0.76 0.29

---

A structure of composition C23H43F6N6O6S2SiY. Source: the Open Molecules 2025 dataset; level of theory: ωB97M-V/def2-TZVPD.

As for the molecular weight: 794.7 g/mol. The value obtained for the HOMO-LUMO gap is 5.7504 eV. As for the charge: 0. For the energy above the lowest of the compared OMol25 structures with the same formula, charge and spin, the calculation gives 0.000 eV. The calculation puts the HOMO energy at -6.42 eV. The calculation puts the LUMO energy at -0.7 eV.

Last column: Mulliken charge in e.
Element x y z (Å)
1 Y 0.450204 0.150305 -0.368105  0.121
2 N 2.234384 0.317549 1.417409  -0.327
3 C 2.043631 1.485917 2.279393  0.521
4 C 2.877455 1.508275 3.573340  -1.271
5 C 3.020978 0.196382 4.358386  -0.769
6 C 1.711005 -0.400501 4.882696  -0.368
7 N 0.825099 0.620218 5.408610  0.406
8 C 0.702136 1.046780 6.636260  0.672
9 N -0.087077 2.111253 6.859848  -0.393
10 N 1.320649 0.462680 7.678011  -0.363
11 C 0.510537 1.712187 2.417535  0.236
12 O 0.047442 2.228597 3.448830  -0.936
13 O -0.161983 1.372844 1.405036  -0.423
14 H 1.977016 -0.538038 1.902053  0.169
15 H 3.183706 0.218575 1.076383  0.357
16 H 2.359568 2.359425 1.700767  0.323
17 H 2.469594 2.289763 4.216318  0.411
18 H 3.887271 1.833851 3.311798  0.546
19 H 3.694535 0.383217 5.198845  0.383
20 H 3.513737 -0.561863 3.744631  0.444
21 H 1.901218 -1.169391 5.633631  0.697
22 H 1.160583 -0.903390 4.085783  -0.557
23 H 0.435430 1.261463 4.685675  0.094
24 H -0.464449 2.605484 6.064186  0.200
25 H -0.095225 2.572131 7.751166  0.204
26 H 1.797410 -0.410393 7.537357  0.200
27 H 1.005036 0.657611 8.611835  0.238
28 F -2.956781 -1.860704 3.742432  -0.237
29 C -2.008294 -1.187339 3.107943  0.733
30 F -1.172967 -0.674802 4.023302  -0.297
31 F -2.546970 -0.201315 2.415953  -0.181
32 S -1.060072 -2.322368 2.004884  0.878
33 O 0.009707 -1.490769 1.456635  -0.960
34 O -0.638258 -3.394685 2.842541  -0.666
35 N -2.178129 -2.698729 0.992378  -0.611
36 S -2.192835 -2.403174 -0.540279  1.191
37 O -3.509248 -2.418624 -1.066985  -0.683
38 O -1.334412 -1.289262 -0.926599  -0.402
39 C -1.342412 -3.883307 -1.231930  0.697
40 F -2.028093 -4.976339 -0.937650  -0.222
41 F -1.225515 -3.769188 -2.546025  -0.198
42 F -0.127421 -3.972439 -0.681316  -0.220
43 C -1.684740 0.850471 -3.585108  -1.576
44 Si -1.014517 1.925788 -2.145931  1.162
45 C -2.633614 2.648668 -1.347588  2.688
46 C -3.687236 3.069111 -2.377140  -1.885
47 C -3.240708 1.527509 -0.493548  -1.925
48 C -2.326083 3.827835 -0.423076  -1.759
49 C 0.059600 3.285737 -3.034948  2.590
50 C 1.037526 2.544057 -3.957761  -2.104
51 C 0.891181 4.067986 -2.013143  -2.093
52 C -0.736308 4.278216 -3.884695  -2.019
53 H -2.147668 1.448224 -4.376535  0.366
54 H -2.437222 0.143963 -3.223110  0.329
55 H -0.887179 0.261184 -4.046688  0.330
56 H -4.001148 2.221209 -2.990364  0.331
57 H -3.331585 3.850095 -3.047910  0.285
58 H -4.580939 3.452401 -1.866515  0.550
59 H -3.430350 0.624054 -1.080521  0.255
60 H -4.201571 1.849722 -0.070980  0.597
61 H -2.585010 1.268655 0.342147  0.000
62 H -1.994099 4.706758 -0.979710  0.322
63 H -1.551407 3.571208 0.305461  0.105
64 H -3.225360 4.116122 0.137594  0.515
65 H 1.617885 1.789377 -3.417319  0.303
66 H 1.748545 3.252876 -4.401616  0.509
67 H 0.516854 2.043876 -4.777637  0.361
68 H 1.535605 3.392798 -1.440922  0.234
69 H 0.273844 4.622130 -1.305902  0.278
70 H 1.545066 4.788836 -2.522194  0.545
71 H -1.380401 3.771093 -4.607504  0.340
72 H -0.052447 4.925246 -4.450418  0.515
73 H -1.365167 4.926842 -3.271715  0.327
74 C 3.811838 1.886998 -0.794642  -0.712
75 C 3.563726 0.642701 -1.595307  -0.021
76 C 4.409236 0.091693 -2.526167  -0.849
77 C 3.712869 -0.984407 -3.130699  -1.135
78 C 2.476526 -1.033255 -2.538152  0.462
79 C 1.348643 -1.965874 -2.853675  -0.754
80 N 2.368440 -0.056069 -1.564339  0.886
81 H 4.375024 2.610437 -1.384724  0.431
82 H 4.392328 1.720755 0.122796  0.344
83 H 2.877481 2.380526 -0.519765  -0.312
84 H 5.393892 0.457296 -2.778508  0.509
85 H 4.060289 -1.624591 -3.927579  0.505
86 H 1.327648 -2.193588 -3.920099  0.475
87 H 0.368579 -1.529165 -2.640340  -0.113
88 H 1.421341 -2.915487 -2.321168  0.169

Forces on atoms 1 to 2 (eV/Å):
Y -0.38 -0.20 -0.02
N 0.01 -0.04 0.09

---

A structure of composition C18H23Br18IN2O2. Source: the Open Molecules 2025 dataset; level of theory: ωB97M-V/def2-TZVPD.

As for the molecular weight: 1864.6 g/mol. The value obtained for the HOMO-LUMO gap is 9.2828 eV. As for the charge: 0. The calculation puts the HOMO energy at -9.41 eV. The calculation puts the LUMO energy at -0.1 eV.

Last column: Mulliken charge in e.
Element x y z (Å)
1 C 2.534328 0.903983 1.215455  -0.764
2 C 2.308383 1.924463 0.100594  0.091
3 C 0.872654 2.380879 0.012829  -1.194
4 O 0.029959 1.242717 -0.160229  -0.065
5 C -1.092962 1.216752 0.643255  1.492
6 C -0.674170 1.108215 2.067293  -0.242
7 N -0.349839 1.117370 3.122941  -0.548
8 C -1.811883 -0.102259 0.322795  -1.304
9 C -0.917475 -1.322300 0.377409  -0.565
10 C -0.212700 -1.633959 -0.924706  -0.792
11 I -1.570753 -2.320779 -2.440623  0.089
12 C -2.064456 2.366838 0.409641  0.430
13 C -2.059561 2.755342 -0.996579  -0.115
14 N -1.948820 2.762198 -2.098840  -0.521
15 C -3.498709 2.042020 0.805375  -0.843
16 C -3.744642 1.715060 2.264845  -0.364
17 O -4.590841 0.969133 2.513291  -0.376
18 H 3.537226 0.512900 1.136066  0.311
19 H 1.816106 0.115515 1.057418  0.092
20 H 2.330138 1.392762 2.164070  0.213
21 H 2.986576 2.775566 0.109983  0.546
22 H 2.492389 1.402529 -0.833842  0.058
23 H 0.573731 3.056536 0.807282  0.523
24 H 0.809909 2.957812 -0.906666  0.157
25 H -2.200089 -0.017444 -0.684754  0.623
26 H -2.609394 -0.281420 1.024775  0.370
27 H -1.572694 -2.158540 0.575461  0.349
28 H -0.197579 -1.314451 1.187505  -0.022
29 H 0.438307 -2.467492 -0.737685  0.710
30 H 0.412737 -0.842631 -1.291707  -0.253
31 H -1.709672 3.237234 0.946455  0.535
32 H -4.101179 2.922633 0.605753  0.641
33 H -3.864892 1.284568 0.136578  0.381
34 H -3.154832 2.116010 3.099769  0.446
35 C -2.664273 -3.089833 -6.602432  -0.070
36 Br -3.879796 -2.570740 -8.003173  -0.029
37 Br -3.565022 -4.054147 -5.199132  -0.039
38 Br -1.160417 -4.075358 -7.289825  0.002
39 H -2.276077 -2.181836 -6.164096  0.107
40 C 1.274147 -4.078881 3.500526  -0.448
41 Br 2.611626 -2.797999 2.955108  0.070
42 Br -0.382380 -3.223409 3.987457  0.000
43 Br 1.001733 -5.446446 2.171395  -0.047
44 H 1.653464 -4.564177 4.386667  0.391
45 C 0.502089 1.788849 -4.320259  0.608
46 Br 1.671474 3.281925 -4.676363  -0.062
47 Br -0.476952 1.260620 -5.889610  -0.042
48 Br 1.458864 0.306170 -3.546926  -0.032
49 H -0.222775 2.119723 -3.588085  -0.413
50 C -4.712037 -3.272020 2.751471  -0.337
51 Br -5.554060 -2.576168 1.166280  -0.029
52 Br -3.603094 -4.797210 2.359863  -0.027
53 Br -3.739982 -1.899616 3.691102  -0.060
54 H -5.498232 -3.610298 3.408749  0.399
55 C 4.987347 -0.324826 4.524233  -0.341
56 Br 5.604630 -1.232864 2.939262  -0.095
57 Br 3.142147 0.197249 4.368927  0.050
58 Br 5.306599 -1.366794 6.112828  -0.033
59 H 5.568158 0.579912 4.617219  0.408
60 C 5.044891 2.810631 -2.670234  -0.020
61 Br 6.310906 4.077329 -3.377688  -0.040
62 Br 5.021496 1.178024 -3.681957  0.007
63 Br 5.316779 2.491459 -0.791118  -0.002
64 H 4.063434 3.252968 -2.771389  0.036

Forces on atoms 1 to 2 (eV/Å):
C -0.29 1.30 -0.58
C -0.40 -0.69 0.03